# 1
{"formula": "C33H78N10O9", "method": "ωB97M-V with the def2-TZVPD basis set", "species": ["C", "C", "N", "C", "C", "C", "C", "H", "H", "H", "H", "H", "H", "H", "H", "H", "H", "H", "H", "H", "H", "H", "C", "C", "O", "N", "C", "H", "H", "H", "H", "H", "H", "H", "C", "C", "O", "N", "C", "H", "H", "H", "H", "H", "H", "H", "C", "C", "O", "N", "C", "H", "H", "H", "H", "H", "H", "H", "C", "C", "O", "N", "C", "H", "H", "H", "H", "H", "H", "H", "C", "C", "O", "N", "C", "H", "H", "H", "H", "H", "H", "H", "C", "C", "O", "N", "C", "H", "H", "H", "H", "H", "H", "H", "C", "C", "O", "N", "C", "H", "H", "H", "H", "H", "H", "H", "C", "C", "O", "N", "C", "H", "H", "H", "H", "H", "H", "H", "C", "C", "O", "N", "C", "H", "H", "H", "H", "H", "H", "H"], "coordinates": [[1.3864, 0.4163, 3.0321], [2.3316, -0.5946, 3.8461], [2.5451, -1.8407, 3.1318], [3.2503, -1.6077, 1.8909], [3.9947, -2.8434, 1.3761], [1.2838, -2.6252, 2.9184], [0.8193, -3.1701, 4.2214], [1.9504, 0.8360, 2.1990], [1.1417, 1.2865, 3.6412], [0.4643, -0.0663, 2.7081], [3.2700, -0.0790, 4.0501], [1.9001, -0.7647, 4.8325], [2.6189, -1.3478, 1.0413], [4.0872, -0.9251, 2.0388], [4.4293, -2.5256, 0.4283], [4.7733, -3.0256, 2.1167], [3.4278, -3.7726, 1.3184], [1.4509, -3.4726, 2.2535], [0.4817, -2.1507, 2.3529], [0.2825, -2.5067, 4.8995], [1.6956, -3.5796, 4.7240], [0.1960, -4.0468, 4.0450], [0.8625, 0.1566, -0.9967], [-0.2064, 0.4060, 0.0039], [-0.3712, 1.5376, 0.5195], [-1.0544, -0.5674, 0.2361], [-2.1069, -0.4851, 1.2250], [1.8080, 0.3109, -0.4767], [0.7744, 0.9805, -1.7049], [0.7336, -0.8008, -1.5014], [-0.9833, -1.4214, -0.2984], [-2.1223, 0.4898, 1.7124], [-2.0941, -1.3169, 1.9293], [-3.0813, -0.6298, 0.7586], [-5.1408, 1.3892, 1.6312], [-6.0429, 2.4612, 2.2965], [-7.1980, 2.7055, 1.8919], [-5.5162, 3.1645, 3.3031], [-4.2392, 2.9868, 4.0010], [-5.5673, 1.1350, 0.6609], [-5.0758, 0.4979, 2.2554], [-4.1561, 1.8535, 1.5765], [-6.1484, 3.8762, 3.6408], [-3.5497, 2.2528, 3.5837], [-4.3987, 2.6838, 5.0358], [-3.7492, 3.9599, 4.0331], [-3.2795, 2.3209, -1.4450], [-3.2599, 3.5415, -0.6256], [-4.0101, 4.4940, -0.8274], [-2.4261, 3.5022, 0.4350], [-2.3827, 4.4828, 1.5038], [-2.3270, 1.7978, -1.5302], [-3.7149, 2.6125, -2.4008], [-3.9023, 1.5402, -1.0083], [-1.8094, 2.7157, 0.5805], [-3.3971, 4.5639, 1.8941], [-2.1080, 5.4665, 1.1231], [-1.7848, 4.1253, 2.3421], [1.4318, -3.8176, -1.5117], [-0.0714, -3.7687, -1.2966], [-0.7739, -2.9676, -1.8732], [-0.5839, -4.6869, -0.4835], [-1.9889, -4.8032, -0.1179], [1.8666, -3.3705, -0.6177], [1.7528, -3.2631, -2.3935], [1.7740, -4.8501, -1.5812], [0.0103, -5.3555, -0.0147], [-2.4671, -5.5485, -0.7534], [-2.4847, -3.8349, -0.1868], [-2.1323, -5.0682, 0.9296], [-5.6915, -3.5270, 1.0132], [-4.7652, -3.3059, 2.1863], [-3.5645, -3.3151, 2.0864], [-5.3822, -3.2616, 3.3363], [-4.7113, -3.2164, 4.6187], [-5.3620, -4.4341, 0.5065], [-5.7011, -2.5862, 0.4628], [-6.7358, -3.7217, 1.2574], [-6.3704, -3.0535, 3.3531], [-3.9251, -3.9488, 4.8020], [-5.3846, -3.4535, 5.4424], [-4.2613, -2.2326, 4.7519], [4.4084, -1.5678, -4.4236], [4.6489, -1.1790, -2.9536], [3.7486, -1.2522, -2.1168], [5.8229, -0.6963, -2.5726], [7.0249, -0.5028, -3.3973], [3.6210, -0.8846, -4.7420], [4.0747, -2.6001, -4.5285], [5.2787, -1.4395, -5.0672], [5.9249, -0.4278, -1.6043], [6.7886, 0.1289, -4.2536], [7.4223, -1.4447, -3.7755], [7.8699, -0.0836, -2.8511], [3.0790, 2.9118, -4.0147], [1.6895, 3.2397, -3.6691], [0.7233, 2.9080, -4.3828], [1.4630, 3.9029, -2.5192], [0.1509, 4.1645, -1.9527], [3.7300, 2.5196, -3.2334], [3.4896, 3.7986, -4.4976], [3.0490, 2.1809, -4.8228], [2.2420, 4.1695, -1.9342], [-0.6813, 4.1605, -2.6567], [0.2497, 5.1519, -1.5017], [-0.2950, 3.4393, -1.2719], [-3.9982, -1.5610, -2.1872], [-3.3346, -0.6142, -3.1239], [-3.9715, 0.2584, -3.7179], [-2.0089, -0.7682, -3.2318], [-1.2407, -0.0564, -4.2229], [-4.3434, -2.4276, -2.7511], [-4.8310, -1.0466, -1.7078], [-3.3395, -1.8667, -1.3744], [-1.6109, -1.5787, -2.7792], [-1.8326, 0.2687, -5.0785], [-0.4594, -0.7132, -4.6055], [-0.7619, 0.7951, -3.7394], [4.3293, 1.9365, -0.0568], [5.5939, 2.5791, -0.5819], [6.4932, 1.8353, -1.0227], [5.6640, 3.8881, -0.4015], [6.8181, 4.7845, -0.7094], [3.5456, 2.6707, 0.1298], [4.4442, 1.3572, 0.8593], [4.0088, 1.1953, -0.7890], [4.8050, 4.3343, -0.1132], [6.7037, 5.1827, -1.7176], [7.7898, 4.2994, -0.6174], [6.7798, 5.6571, -0.0573]], "forces_ev_per_a": [[0.76, -0.43, 0.11], [-0.34, 0.88, 1.21], [-3.06, 2.33, -2.93], [1.97, -1.55, -0.32], [0.50, -0.23, 0.81], [0.52, -1.22, 0.25], [-0.19, -1.03, 0.96], [-0.16, -0.32, -0.24], [0.03, -0.33, 0.40], [0.16, 0.12, -0.03], [0.20, -0.23, -0.37], [-0.23, -0.33, -0.17], [-0.72, 0.58, 0.40], [-0.65, 0.65, 0.11], [-0.01, -0.46, -0.08], [0.33, -0.20, -0.30], [-0.20, 0.25, -0.39], [0.83, 0.01, 0.07], [0.31, 1.22, 0.13], [0.11, 0.16, -0.23], [-0.04, 0.07, 0.34], [-0.24, 0.17, -0.04], [-0.16, 0.45, 0.03], [-0.48, 2.52, -0.10], [0.92, -1.15, -0.02], [-0.65, -1.57, 0.87], [-0.95, -0.20, -0.12], [0.26, -0.38, -0.27], [0.14, -0.09, -0.25], [0.44, 0.04, 0.04], [0.01, -0.02, -0.18], [0.27, -0.20, -0.05], [0.47, 0.07, 0.24], [-0.07, 0.26, -0.28], [-0.62, 1.01, 0.71], [-2.01, -0.72, -1.83], [2.05, -0.59, 0.68], [0.87, 0.01, 0.74], [-0.47, 0.54, 0.34], [0.16, 0.14, 0.11], [-0.03, -0.06, 0.08], [0.11, -0.33, -0.49], [0.13, 0.01, 0.13], [-0.37, 0.12, -0.44], [-0.16, -0.07, 0.09], [0.24, -0.12, 0.00], [-0.19, -0.79, -0.94], [-0.73, 1.13, 0.98], [0.51, -0.45, 0.07], [1.01, -0.27, 1.03], [-1.23, 0.04, -0.47], [0.32, 0.40, -0.33], [0.25, -0.48, -0.10], [-0.45, 0.27, 0.14], [-0.05, -0.10, -0.47], [-0.13, 0.37, 0.05], [0.28, 0.00, 0.26], [0.40, 0.11, -0.36], [-0.30, -0.16, 0.35], [1.04, -0.72, -0.74], [-0.70, 1.19, -0.23], [-0.18, -0.97, 1.61], [-0.33, 0.37, -0.10], [0.37, 0.10, -0.07], [-0.20, 0.06, 0.21], [0.06, 0.01, 0.03], [0.23, 0.21, -0.39], [-0.21, 0.15, 0.00], [0.05, -0.15, -0.38], [0.39, -0.21, -0.08], [-0.28, 0.38, 0.04], [-1.19, -1.09, -1.26], [1.96, 0.23, -0.28], [-1.32, 0.01, 2.74], [0.39, 0.33, 0.63], [0.28, 0.51, -0.53], [0.26, -0.41, -0.76], [0.06, 0.09, 0.46], [0.15, -0.32, -0.10], [0.12, -0.14, -0.92], [-0.43, 0.47, -0.28], [-0.01, 0.05, 0.33], [0.35, 0.48, 0.62], [-0.46, -0.34, -0.30], [-0.70, -0.35, 0.15], [2.10, 0.26, -0.23], [-0.17, -0.37, -0.41], [-0.09, -0.19, -0.24], [-0.14, 0.12, 0.27], [-0.05, 0.08, 0.13], [-0.27, 0.18, -0.09], [0.18, 0.11, 0.08], [-0.26, -0.20, -0.09], [-0.57, 0.32, 0.32], [0.88, -0.20, -1.29], [-2.96, -0.84, -0.43], [1.53, 0.25, 0.75], [0.05, -0.20, 0.79], [-0.75, 0.54, -0.21], [-0.13, 0.33, 0.22], [0.44, 0.12, 0.27], [-0.08, -0.11, 0.13], [-0.06, -0.15, -0.26], [0.64, 0.55, -0.82], [-0.55, -0.13, 0.25], [1.05, -0.27, 0.66], [-0.40, -0.09, 0.76], [-0.74, 1.40, -0.55], [0.48, -0.74, 0.30], [0.02, -0.46, -0.20], [0.65, 0.09, 0.09], [-0.11, -0.05, 0.19], [-0.22, -0.11, -0.30], [0.20, -0.30, -0.15], [0.11, 0.13, -0.22], [-0.20, 0.06, 0.34], [0.08, -0.03, 0.06], [0.04, 0.27, -0.42], [-0.67, -0.08, -0.40], [1.30, -2.66, 0.34], [-0.87, 1.39, 0.35], [0.79, 1.73, -0.07], [-0.85, -0.12, -0.29], [-0.23, -0.10, -0.10], [0.60, 0.26, 0.14], [-0.22, 0.13, -0.19], [0.33, 0.05, 0.05], [0.16, -0.19, -0.13], [-0.37, -0.26, 0.08], [-0.03, -0.26, 0.23]], "homo_energy_ev": [-10.495, -10.494], "spin_multiplicity": 2, "e_tot_ha": -2528.71919, "total_charge": 1, "molar_mass_da": 759.0, "lumo_ev": [-2.397, -7.307], "homo_lumo_gap_ev": [8.1, 3.2]}

# 2
{"formula": "C33H79N9O7", "method": "ωB97M-V with the def2-TZVPD basis set", "species": ["C", "C", "N", "C", "C", "C", "C", "H", "H", "H", "H", "H", "H", "H", "H", "H", "H", "H", "H", "H", "H", "H", "C", "C", "N", "C", "C", "C", "C", "H", "H", "H", "H", "H", "H", "H", "H", "H", "H", "H", "H", "H", "H", "H", "C", "C", "O", "N", "C", "H", "H", "H", "H", "H", "H", "H", "C", "C", "O", "N", "C", "H", "H", "H", "H", "H", "H", "H", "C", "C", "O", "N", "C", "H", "H", "H", "H", "H", "H", "H", "C", "C", "O", "N", "C", "H", "H", "H", "H", "H", "H", "H", "C", "C", "O", "N", "C", "H", "H", "H", "H", "H", "H", "H", "C", "C", "O", "N", "C", "H", "H", "H", "H", "H", "H", "H", "C", "C", "O", "N", "C", "H", "H", "H", "H", "H", "H", "H"], "coordinates": [[-10.0386, -5.1425, 27.0664], [-9.1075, -4.0202, 26.5738], [-7.8673, -3.9958, 27.3742], [-6.8596, -4.9547, 26.8955], [-5.9436, -5.4895, 28.0014], [-7.2668, -2.6681, 27.3844], [-8.2580, -1.6804, 28.0578], [-10.1422, -5.0159, 28.1481], [-9.6496, -6.1510, 26.9328], [-11.0336, -4.9974, 26.6464], [-8.7640, -4.2369, 25.5532], [-9.6585, -3.0871, 26.5736], [-7.3616, -5.8421, 26.5073], [-6.2294, -4.4723, 26.1369], [-6.6468, -6.0355, 28.6372], [-5.1624, -6.2241, 27.7888], [-5.3838, -4.7123, 28.5227], [-6.9561, -2.2515, 26.4183], [-6.3656, -2.7270, 27.9997], [-9.0244, -1.2935, 27.3855], [-7.7782, -0.7894, 28.4647], [-8.8221, -2.2056, 28.8286], [-10.7628, -13.0060, 27.5776], [-10.5305, -11.4954, 27.5859], [-9.8208, -11.0062, 26.4264], [-10.5960, -10.9916, 25.2070], [-11.4067, -9.7047, 24.9639], [-8.9805, -9.8487, 26.6835], [-7.9511, -9.6059, 25.5323], [-11.6418, -13.3435, 27.0346], [-10.7650, -13.3607, 28.6108], [-9.8646, -13.5015, 27.1931], [-11.5654, -11.1261, 27.6477], [-9.9409, -11.3079, 28.4812], [-10.0722, -11.1648, 24.2592], [-11.2046, -11.9004, 25.1743], [-10.7031, -8.8927, 24.7835], [-12.0180, -9.8944, 24.0792], [-12.0957, -9.3861, 25.7468], [-8.4426, -10.0332, 27.6151], [-9.5394, -8.9231, 26.8808], [-7.3248, -10.4882, 25.4366], [-7.4289, -8.6936, 25.8186], [-8.4661, -9.4249, 24.5901], [-9.9979, -0.8256, 31.1748], [-10.9632, -1.0082, 30.0620], [-11.0908, -0.1016, 29.2355], [-11.6921, -2.1307, 29.9550], [-12.4618, -2.5908, 28.8103], [-9.9872, -1.5850, 31.9649], [-10.0942, 0.1516, 31.6389], [-8.9716, -1.0032, 30.8410], [-11.6119, -2.8417, 30.6722], [-13.2890, -1.9007, 28.6450], [-12.6899, -3.6267, 29.0524], [-11.9420, -2.6355, 27.8483], [-5.3591, -2.2354, 23.3570], [-5.7186, -0.9990, 24.1263], [-6.4998, -0.1568, 23.6982], [-5.1937, -0.8870, 25.3634], [-5.5422, 0.1730, 26.2789], [-4.4195, -2.7016, 23.6560], [-5.4305, -2.1513, 22.2797], [-6.1075, -2.9328, 23.7572], [-4.8711, -1.7263, 25.8187], [-5.2574, 1.0851, 25.7471], [-5.0071, 0.0758, 27.2190], [-6.6113, 0.3172, 26.4571], [-9.8026, -0.5391, 24.5022], [-10.6383, 0.5282, 23.8457], [-11.6763, 0.2474, 23.2212], [-10.2433, 1.7963, 23.8191], [-9.0094, 2.3187, 24.4582], [-9.1172, -0.9309, 23.7491], [-10.3474, -1.3643, 24.9552], [-9.1757, -0.1808, 25.3205], [-10.8542, 2.4320, 23.3371], [-8.2475, 2.3995, 23.6864], [-8.7269, 1.8887, 25.4112], [-9.2768, 3.3512, 24.7045], [-5.6255, -3.0139, 30.7261], [-6.2099, -1.9156, 31.6052], [-6.6653, -2.1687, 32.7166], [-6.1395, -0.6755, 31.1251], [-6.7187, 0.4754, 31.7793], [-5.0806, -2.5095, 29.9217], [-6.2825, -3.7480, 30.2580], [-4.9007, -3.6964, 31.1712], [-5.6806, -0.5474, 30.2390], [-7.3118, 1.1498, 31.1587], [-5.9239, 1.1154, 32.1663], [-7.3957, 0.0956, 32.5402], [-7.9993, -9.1857, 31.1307], [-7.2599, -7.9661, 31.6429], [-7.6910, -7.3656, 32.6259], [-6.1766, -7.5789, 30.9713], [-5.4429, -6.4284, 31.5093], [-7.6723, -10.1763, 31.4332], [-7.8934, -9.1572, 30.0386], [-9.0522, -9.0090, 31.3373], [-6.0056, -7.9228, 30.0429], [-6.0841, -5.5526, 31.4655], [-4.6519, -6.1966, 30.7928], [-4.9719, -6.6398, 32.4633], [-8.8124, -4.2160, 31.6016], [-10.1777, -4.8353, 31.4390], [-11.1529, -4.1705, 31.1061], [-10.2079, -6.1662, 31.6472], [-11.3707, -7.0265, 31.3810], [-8.7202, -3.5327, 32.4505], [-8.5552, -3.6616, 30.6994], [-8.0308, -4.9274, 31.8770], [-9.4671, -6.6302, 32.1616], [-11.4498, -7.7125, 32.2216], [-11.2980, -7.5809, 30.4445], [-12.2412, -6.3779, 31.2992], [-1.1803, -9.6060, 27.6877], [-2.6801, -9.3775, 27.6788], [-3.2301, -8.9577, 28.6900], [-3.3735, -9.7156, 26.5721], [-4.7834, -9.5006, 26.4407], [-0.9520, -10.3952, 28.4005], [-0.6448, -8.6793, 27.8721], [-0.8301, -9.9711, 26.7167], [-2.7800, -10.2067, 25.9232], [-5.1280, -8.4834, 26.6226], [-5.2583, -10.1647, 27.1710], [-5.2695, -9.7954, 25.5146]], "forces_ev_per_a": [[0.12, 0.85, 0.59], [0.67, -1.74, -0.26], [0.54, 0.37, -0.07], [0.45, -0.28, 0.01], [-0.47, -0.18, 0.64], [-0.95, 0.86, 1.29], [0.13, -0.06, -0.35], [-0.08, 0.05, 0.03], [-0.06, 0.00, -0.40], [0.03, -0.41, -0.22], [-0.52, 0.23, -0.35], [0.28, 0.16, 0.22], [-0.07, 0.22, -0.45], [-0.21, -0.19, -0.48], [0.30, 0.36, 0.69], [-0.20, 0.01, -0.95], [-0.43, 0.13, 0.25], [-0.20, -0.41, -0.34], [0.05, 0.01, -0.02], [0.12, -0.06, -0.18], [0.13, -0.14, 0.17], [0.22, 0.06, 0.23], [1.29, -0.56, 0.23], [-0.84, -0.95, -0.34], [0.89, -0.15, -0.12], [-0.88, 0.06, -0.32], [-0.14, -0.53, -0.18], [0.34, -0.12, -0.75], [-1.35, 0.06, 1.14], [-0.01, 0.02, 0.05], [-0.65, 0.02, 0.02], [-0.17, 0.02, -0.39], [0.27, 0.88, 0.42], [-0.16, 0.54, -0.02], [0.95, 0.27, 0.42], [-0.42, 0.24, 0.53], [-0.20, 0.15, -0.18], [0.08, 0.36, -0.12], [0.16, -0.24, 0.25], [0.16, -0.14, -0.05], [-0.21, 0.12, -0.20], [0.21, 0.13, -0.04], [0.44, -0.13, -0.27], [0.05, 0.00, -0.04], [0.92, -1.07, 1.39], [-1.34, 0.60, -1.59], [0.44, 0.11, -0.17], [0.34, 0.35, 0.01], [0.38, 0.76, 0.13], [-0.85, 0.04, 0.04], [0.05, 0.10, -0.22], [-0.05, 0.62, -0.58], [0.39, 0.57, -0.22], [-0.45, -0.50, 0.01], [-0.71, 0.15, -0.07], [0.53, 0.30, 0.19], [-0.22, -0.84, 0.97], [-0.61, 1.04, -0.69], [0.43, -0.22, -0.01], [0.46, -0.93, 1.23], [-0.27, 1.13, -1.01], [0.21, 0.36, -0.10], [-0.17, 0.21, 0.06], [-0.13, -0.24, -0.60], [0.22, -0.07, -0.37], [0.16, 0.23, 0.51], [0.09, -0.06, -0.10], [-0.08, -0.53, 0.06], [0.79, 0.09, 0.61], [-2.26, -1.19, -1.41], [0.79, -0.32, 0.78], [1.97, 0.41, 1.62], [-1.52, 1.59, -1.08], [-0.02, -0.04, -0.03], [-0.59, 0.15, -0.51], [0.07, 0.28, -0.19], [-0.03, -0.03, -0.03], [0.55, -0.45, 0.46], [0.05, -0.59, -0.32], [0.23, 0.06, 0.09], [0.89, 0.25, -0.99], [-0.12, -1.93, 1.54], [-0.09, 0.10, -0.43], [-0.05, 0.97, -1.37], [0.04, 0.38, 0.33], [0.00, -0.25, -0.22], [-0.77, 0.68, 0.10], [0.07, 0.61, 0.79], [-0.12, 0.04, 0.01], [0.00, -0.53, -0.60], [-0.08, -0.18, 0.52], [0.31, 0.17, 0.32], [-0.14, 0.73, -1.39], [-0.98, -0.92, 0.67], [0.37, 0.04, 0.00], [0.49, 0.62, 0.64], [0.31, -0.05, -1.75], [0.18, 0.22, 0.50], [-0.13, -0.25, -0.02], [-0.02, -0.35, 0.19], [0.31, -0.16, 0.11], [-0.04, -0.08, 0.77], [0.16, -0.21, 0.06], [-0.39, 0.10, 0.20], [0.47, 0.13, 0.84], [0.74, -0.26, 0.42], [0.14, -2.08, 0.72], [-0.66, -0.85, -0.29], [0.19, 0.98, 0.32], [-0.60, 0.26, -0.21], [-0.03, -0.09, -0.04], [-0.20, -0.30, -0.53], [0.41, 0.42, -0.29], [-0.31, -0.08, -0.10], [0.29, -0.01, -0.01], [-0.15, -0.17, 0.20], [-0.20, -0.52, -1.18], [-0.31, 0.17, 1.48], [-0.14, 0.32, -0.27], [1.49, 0.25, -0.72], [-1.16, -0.95, 0.67], [0.08, 0.31, 0.30], [-0.10, -0.03, 0.40], [0.01, 0.03, 0.00], [-0.72, 0.11, -0.60], [0.50, 0.12, 0.21], [-0.31, 0.36, 0.19], [0.93, -0.08, -0.43]], "homo_energy_ev": -8.334, "e_above_lowest_ev": 2.059, "e_tot_ha": -2324.26166, "molar_mass_da": 714.1, "lumo_ev": 0.105, "smiles": "CCN(CC)CC.CCN(CC)CC.CNC(C)=O.CNC(C)=O.CNC(C)=O.CNC(C)=O.CNC(C)=O.CNC(C)=O.CNC(C)=O", "homo_lumo_gap_ev": 8.4}